# 1
{
  "formula": "C9H13N3O",
  "method": "wB97M-V/def2-TZVPD",
  "symbols": ["C", "C", "C", "C", "C", "C", "C", "C", "C", "N", "N", "N", "O", "H", "H", "H", "H", "H", "H", "H", "H", "H", "H", "H", "H", "H"],
  "coordinates": [[-2.82124, -0.73989, 1.16025], [-3.33902, 0.36359, 0.36932], [-1.51517, -1.21008, 0.94213], [-2.42689, 1.18772, -0.33512], [-0.70761, -0.64989, -0.06976], [-1.13282, 0.64086, -0.63030], [1.14468, 1.37279, -0.44935], [0.46684, -1.27426, -0.55965], [3.19371, 0.69241, 1.66465], [1.77080, 0.24581, -0.24813], [-0.07310, 1.51236, -1.05486], [0.60707, -1.55946, -1.95452], [2.90509, 0.11116, 0.36235], [-3.44041, -1.37880, 1.81399], [-4.40335, 0.67964, 0.58758], [-1.25185, -2.08783, 1.41179], [-2.80220, 2.16324, -0.50160], [1.62972, 2.34688, -0.03047], [0.87168, -2.15758, 0.02926], [2.30775, 1.24753, 1.95528], [3.98280, 1.37143, 1.58905], [3.53767, -0.25852, 2.20570], [-0.29625, 2.33862, -1.44256], [-0.10482, -2.23478, -2.05080], [1.52082, -1.99409, -2.24150], [0.37609, -0.72884, -2.52270]],
  "mulliken_charge": [-0.357, -0.586, -0.946, -0.787, 0.802, 0.635, -0.061, -0.603, -0.571, 0.081, -0.082, -0.048, -0.342, 0.375, 0.380, 0.459, 0.384, 0.449, 0.536, 0.341, 0.288, 0.266, 0.231, 0.380, 0.379, 0.397],
  "total_charge": 2,
  "orbital_gap_ev": 7.8,
  "homo_ev": -16.437,
  "e_above_lowest_ev": 4.2595,
  "lumo_ha": -0.3178,
  "e_tot_ha": -589.45497
}

# 2
{
  "formula": "C2H2FOP",
  "method": "wB97M-V/def2-TZVPD",
  "symbols": ["C", "C", "O", "F", "P", "H", "H"],
  "coordinates": [[-0.14056, 1.02224, -0.62959], [-0.47720, -0.45532, 0.63485], [-0.99324, 1.46819, -1.27531], [1.88970, -0.62615, -0.75275], [1.14096, 0.34906, 0.35879], [-0.79597, -0.55653, 1.66324], [-0.62368, -1.20148, 0.00077]],
  "mulliken_charge": [0.525, -0.761, -0.299, -0.308, 0.227, 0.304, 0.312],
  "orbital_gap_ev": 7.9,
  "homo_ev": -8.507,
  "e_above_lowest_ev": 1.5653,
  "lumo_ha": -0.0217,
  "e_tot_ha": -593.78143
}

# 3
{
  "formula": "C5H17NO2",
  "method": "wB97M-V/def2-TZVPD",
  "symbols": ["C", "C", "C", "C", "N", "C", "H", "H", "H", "H", "H", "H", "H", "H", "H", "H", "H", "H", "H", "H", "H", "O", "H", "H", "O"],
  "coordinates": [[0.90312, 1.40701, -1.72604], [-0.36535, 1.68350, -0.88559], [-0.66893, 0.55620, 0.09033], [-1.88037, -0.38988, -0.25071], [-3.16201, -0.17456, 0.35506], [-3.78989, 1.00229, -0.24176], [1.78257, 1.48570, -1.08158], [0.99626, 2.33256, -2.31307], [0.87362, 0.55482, -2.38912], [-0.25678, 2.62593, -0.33351], [-1.10711, 1.92989, -1.66141], [0.18884, -0.13987, 0.07063], [-0.61688, 0.85166, 1.14514], [-1.86589, -0.36965, -1.34490], [-1.56809, -1.41040, 0.01232], [-3.07199, -0.22093, 1.35719], [-3.69238, 1.00808, -1.31789], [-4.83552, 1.14766, 0.02636], [-3.27697, 1.96700, -0.07755], [5.44815, -2.13314, -0.87657], [4.31602, -2.62051, 0.13629], [5.21518, -2.76293, -0.17504], [2.97662, -2.41916, 4.27067], [3.86439, -3.41488, 3.68217], [3.59341, -2.49639, 3.52857]],
  "mulliken_charge": [-1.325, -0.451, -0.484, -0.954, -0.300, -0.808, 0.345, 0.382, 0.340, 0.321, 0.343, 0.310, 0.375, 0.410, 0.353, 0.267, 0.296, 0.324, 0.256, 0.318, 0.322, -0.642, 0.312, 0.320, -0.631],
  "orbital_gap_ev": 9.2,
  "homo_ev": -8.546,
  "e_above_lowest_ev": 1.6388,
  "lumo_ha": 0.0228,
  "e_tot_ha": -405.88222
}

# 4
{
  "formula": "C32H34AsOW",
  "method": "wB97M-V/def2-TZVPD",
  "symbols": ["C", "C", "C", "C", "H", "H", "H", "H", "H", "H", "H", "H", "H", "C", "C", "C", "H", "C", "C", "H", "H", "H", "H", "C", "C", "C", "H", "C", "C", "H", "H", "H", "H", "W", "O", "As", "C", "C", "C", "C", "C", "C", "C", "C", "C", "C", "C", "C", "C", "C", "C", "C", "C", "C", "H", "H", "H", "H", "H", "H", "H", "H", "H", "H", "H", "H", "H", "H", "H"],
  "coordinates": [[0.03304, 0.00125, -4.27887], [-1.25836, -0.73501, -4.61649], [0.11987, 1.31270, -5.06882], [1.20544, -0.89880, -4.66972], [0.53999, 1.08120, -6.06374], [0.76952, 2.06113, -4.61086], [-0.86646, 1.76437, -5.23721], [-1.34130, -0.77841, -5.71688], [-2.16301, -0.24934, -4.25138], [-1.24254, -1.76564, -4.24338], [0.94991, -1.38699, -5.62400], [1.39812, -1.69247, -3.94309], [2.13080, -0.33499, -4.83695], [-1.24856, 1.93201, -0.41767], [-1.26276, 2.55805, -1.69503], [-1.97225, 1.68418, -2.57638], [-0.86216, 3.56285, -1.90988], [-2.45247, 0.56042, -1.85133], [-1.95751, 0.69738, -0.55639], [-2.30389, 0.02364, 0.24983], [-0.86283, 2.37295, 0.51085], [-2.26228, 1.93225, -3.59279], [-3.06839, -0.29920, -2.19518], [2.18496, -0.01109, -0.58761], [1.81310, 1.33212, -0.30946], [1.92957, 2.08945, -1.50116], [1.58559, 1.76635, 0.67435], [2.33621, 1.17194, -2.51916], [2.52246, -0.12169, -1.94139], [2.87485, -1.05019, -2.43390], [2.27086, -0.83814, 0.13183], [1.79988, 3.18282, -1.56049], [2.64897, 1.47244, -3.51918], [0.12402, 0.69812, -1.83981], [-0.05822, -0.29682, 0.41269], [-0.06096, -0.51720, 2.07435], [-1.94863, -0.33912, 2.54187], [-2.67019, -1.49635, 2.78669], [-4.06231, -1.41042, 2.77040], [-4.70198, -0.16580, 2.71657], [-3.94827, 1.00534, 2.50658], [-2.55663, 0.91632, 2.40518], [0.74905, -2.27187, 2.03600], [2.12388, -2.42157, 1.83066], [2.61231, -3.72958, 1.62441], [1.74450, -4.83411, 1.80544], [0.37575, -4.62880, 2.03690], [-0.16471, -3.32772, 2.08331], [1.01706, 0.89972, 2.83668], [2.40264, 0.75971, 2.89345], [3.11254, 1.59874, 3.75625], [2.46413, 2.69783, 4.34899], [1.08585, 2.89076, 4.16419], [0.34119, 1.98192, 3.40395], [-2.20139, -2.45167, 3.03080], [-4.63506, -2.33976, 2.83730], [-5.82336, -0.10085, 2.84510], [-4.43144, 1.97970, 2.39100], [-1.99812, 1.83474, 2.11060], [2.85256, -1.58771, 1.81794], [3.65293, -3.85757, 1.32555], [2.16806, -5.89429, 1.74253], [-0.32579, -5.46109, 2.15139], [-1.22320, -3.20149, 2.14706], [2.95984, 0.03918, 2.26929], [4.17069, 1.37951, 3.96352], [3.05166, 3.41419, 4.98256], [0.55493, 3.73120, 4.62879], [-0.74166, 2.10930, 3.32331]],
  "mulliken_charge": [1.798, -1.765, -1.563, -1.914, 0.492, 0.200, 0.358, 0.507, 0.299, 0.333, 0.565, 0.279, 0.340, 0.461, -1.420, -0.699, 0.487, -1.206, 0.802, 0.110, 0.339, 0.665, 0.404, 0.466, 0.064, -1.169, 0.421, -0.825, -1.092, 0.560, -0.062, 0.523, 0.626, 1.582, -0.345, 1.556, 0.620, -0.668, -0.743, -0.674, -1.078, -0.102, 1.286, 0.269, -1.041, -0.616, -0.836, -0.996, 0.490, 0.093, -1.077, -0.536, -0.979, -0.023, 0.710, 0.465, 0.329, 0.442, 0.086, 0.085, 0.444, 0.300, 0.424, 0.421, 0.241, 0.423, 0.344, 0.432, 0.288],
  "total_charge": 1,
  "orbital_gap_ev": [7.5, 7.5],
  "homo_ev": [-9.999, -10.626],
  "s2": 2.0317,
  "e_above_lowest_ev": 0.0000,
  "multiplicity": 3,
  "lumo_ha": [-0.0930, -0.1155],
  "e_tot_ha": -3617.44584
}

# 5
{
  "formula": "C9H10OS",
  "method": "wB97M-V/def2-TZVPD",
  "symbols": ["C", "C", "C", "C", "C", "C", "C", "C", "C", "O", "S", "H", "H", "H", "H", "H", "H", "H", "H", "H", "H"],
  "coordinates": [[1.61716, -2.00074, 0.08001], [0.99758, -2.46547, 1.25481], [1.03428, -1.03041, -0.66804], [-0.25230, -2.06595, 1.60078], [-0.22596, -0.52669, -0.36408], [-0.96512, -1.10395, 0.82166], [-0.45876, 1.10222, -0.70304], [0.68968, 2.01598, -1.11215], [-1.54607, 1.94903, -0.07039], [-0.81927, 0.16254, -1.54825], [-2.42823, -0.78707, 1.56057], [2.57560, -2.47144, -0.29692], [1.62584, -3.14238, 1.91986], [1.54263, -0.69467, -1.56164], [-0.83451, -2.66230, 2.34675], [1.76796, 1.77946, -1.48189], [0.82291, 2.69050, -0.28855], [0.11494, 2.73053, -1.76612], [-2.52159, 1.40650, -0.07243], [-1.42954, 2.95295, -0.67781], [-1.30723, 2.16138, 1.02688]],
  "mulliken_charge": [-0.461, -0.438, -0.777, -0.526, 1.068, 0.273, 1.058, -1.357, -1.457, -0.501, -0.331, 0.302, 0.280, 0.401, 0.311, 0.302, 0.418, 0.363, 0.438, 0.334, 0.301],
  "orbital_gap_ev": [6.9, 6.9],
  "homo_ev": [-7.905, -7.907],
  "e_above_lowest_ev": 2.5887,
  "lumo_ha": [-0.0375, -0.0375],
  "e_tot_ha": -822.22926
}

# 6
{
  "formula": "C32H48Br2NO3S4Si2Sr",
  "method": "wB97M-V/def2-TZVPD",
  "symbols": ["Sr", "C", "C", "S", "C", "C", "S", "C", "C", "S", "C", "C", "S", "H", "H", "H", "H", "H", "H", "H", "H", "H", "H", "H", "H", "H", "H", "H", "H", "C", "C", "C", "C", "C", "C", "Br", "C", "C", "Br", "C", "O", "C", "N", "H", "H", "H", "H", "H", "H", "C", "Si", "C", "C", "C", "C", "C", "C", "C", "Si", "C", "C", "H", "H", "H", "H", "H", "H", "H", "H", "H", "H", "H", "H", "H", "H", "H", "H", "C", "O", "C", "C", "O", "C", "H", "H", "H", "H", "H", "H", "H", "H", "H", "H"],
  "coordinates": [[10.70560, 11.79952, 10.01306], [9.61239, 10.88903, 14.02742], [8.76348, 12.12129, 13.73975], [8.24852, 12.30123, 12.04088], [6.70052, 11.38798, 11.98863], [6.58522, 9.96687, 12.51071], [7.35402, 8.76504, 11.34688], [8.11647, 7.60565, 12.55717], [9.35659, 6.90035, 12.04020], [10.80939, 7.93533, 11.73125], [11.29692, 8.29295, 13.39196], [12.08270, 9.56463, 13.69057], [11.24125, 11.16271, 13.32284], [9.12462, 9.97490, 13.59154], [9.72487, 10.78365, 15.10851], [9.35436, 12.98634, 14.08826], [7.85102, 12.07574, 14.37777], [6.48543, 11.33520, 10.91055], [5.93907, 12.00336, 12.50974], [5.53885, 9.72638, 12.71895], [7.14124, 9.78357, 13.43593], [7.38758, 6.86774, 12.78035], [8.34381, 8.16182, 13.46472], [9.17882, 6.39895, 11.09965], [9.67564, 6.14843, 12.74823], [11.85397, 7.44106, 13.74364], [10.39278, 8.26646, 14.00040], [13.02469, 9.61496, 13.12552], [12.37206, 9.61658, 14.74248], [11.61056, 14.42303, 7.12160], [12.83934, 13.98251, 7.77336], [14.00955, 14.71892, 7.51589], [15.18521, 14.31780, 8.02078], [15.23773, 13.06873, 8.75144], [16.41330, 12.45487, 9.14487], [18.06947, 13.29115, 8.72381], [16.44102, 11.16878, 9.67732], [15.21994, 10.47168, 9.87291], [15.44921, 8.69023, 10.61956], [14.00618, 11.09784, 9.64958], [12.90240, 10.57190, 9.98577], [14.03251, 12.39308, 8.93805], [12.83797, 12.90743, 8.55086], [11.71990, 14.41262, 6.03050], [10.81217, 13.70084, 7.40039], [11.28715, 15.44881, 7.34157], [13.93804, 15.58039, 6.86065], [16.15110, 14.82596, 7.86454], [17.33423, 10.57306, 9.81511], [8.20041, 13.91159, 6.68293], [8.64994, 13.94501, 8.57783], [6.85225, 13.72709, 9.22050], [9.20826, 15.73808, 8.71891], [8.77959, 16.67283, 7.72659], [9.41310, 17.88939, 7.55396], [10.29642, 18.28734, 8.50918], [10.54528, 17.54114, 9.62154], [10.10662, 16.19668, 9.69323], [10.80601, 14.94138, 11.01330], [9.82163, 15.63559, 12.60389], [12.54952, 15.69028, 11.53963], [7.22018, 14.31937, 6.56012], [8.18679, 12.87494, 6.34918], [8.91451, 14.48086, 6.07983], [6.12817, 14.45157, 8.76640], [6.73795, 13.92024, 10.29477], [6.41833, 12.74758, 9.17936], [8.04479, 16.38878, 6.97271], [9.13028, 18.56484, 6.80047], [10.69270, 19.25541, 8.57344], [11.20005, 17.89457, 10.41280], [9.84446, 16.72346, 12.57112], [10.25736, 15.35488, 13.55905], [8.76058, 15.26688, 12.54083], [12.43981, 16.74995, 11.73178], [13.28532, 15.54300, 10.75741], [12.84806, 15.21337, 12.47129], [13.74299, 9.12103, 6.32755], [12.39184, 8.94348, 6.61296], [12.17280, 8.31320, 7.83197], [10.72856, 8.41638, 8.23278], [10.34935, 9.76178, 8.47947], [9.16160, 10.20334, 7.77464], [14.20589, 8.11554, 6.25738], [14.23610, 9.78637, 7.07126], [13.80302, 9.57052, 5.31958], [12.80367, 8.72248, 8.63087], [12.52742, 7.22513, 7.74015], [10.08665, 7.90688, 7.54434], [10.63815, 7.85967, 9.19253], [9.20243, 9.90128, 6.71121], [9.08242, 11.30208, 7.89403], [8.26930, 9.78564, 8.27881]],
  "mulliken_charge": [1.142, 0.616, -1.349, 0.609, -0.918, -0.728, -0.107, -0.700, -1.101, 0.301, -1.047, -0.852, 0.157, -1.135, 0.547, 0.341, 0.488, 0.069, 0.425, 0.549, 0.304, 0.533, 0.360, 0.435, 0.488, 0.597, 0.423, 0.217, 0.534, -0.209, 0.329, -1.016, -1.049, 0.841, 0.118, -0.307, -0.703, -0.003, -0.264, 0.094, -0.122, -0.666, 0.711, 0.491, -0.747, 0.111, 0.470, 0.286, 0.384, -1.838, 1.304, -1.669, -0.578, -0.131, -1.182, -0.670, -0.797, 0.933, 1.272, -1.461, -1.627, 0.384, 0.297, 0.416, 0.348, 0.370, 0.428, 0.322, 0.469, 0.437, 0.249, 0.530, 0.313, 0.156, 0.432, 0.283, 0.314, -0.522, -0.354, 0.045, -0.552, 0.420, -0.623, 0.309, 0.128, 0.224, -0.214, 0.386, 0.514, -0.374, 0.348, -0.224, 0.240],
  "total_charge": -1,
  "orbital_gap_ev": 4.2,
  "homo_ev": -2.551,
  "e_above_lowest_ev": 0.1122,
  "lumo_ha": 0.0614,
  "e_tot_ha": -8879.15288
}

Copy entry 1 word for word.
{
  "formula": "C9H13N3O",
  "method": "wB97M-V/def2-TZVPD",
  "symbols": ["C", "C", "C", "C", "C", "C", "C", "C", "C", "N", "N", "N", "O", "H", "H", "H", "H", "H", "H", "H", "H", "H", "H", "H", "H", "H"],
  "coordinates": [[-2.82124, -0.73989, 1.16025], [-3.33902, 0.36359, 0.36932], [-1.51517, -1.21008, 0.94213], [-2.42689, 1.18772, -0.33512], [-0.70761, -0.64989, -0.06976], [-1.13282, 0.64086, -0.63030], [1.14468, 1.37279, -0.44935], [0.46684, -1.27426, -0.55965], [3.19371, 0.69241, 1.66465], [1.77080, 0.24581, -0.24813], [-0.07310, 1.51236, -1.05486], [0.60707, -1.55946, -1.95452], [2.90509, 0.11116, 0.36235], [-3.44041, -1.37880, 1.81399], [-4.40335, 0.67964, 0.58758], [-1.25185, -2.08783, 1.41179], [-2.80220, 2.16324, -0.50160], [1.62972, 2.34688, -0.03047], [0.87168, -2.15758, 0.02926], [2.30775, 1.24753, 1.95528], [3.98280, 1.37143, 1.58905], [3.53767, -0.25852, 2.20570], [-0.29625, 2.33862, -1.44256], [-0.10482, -2.23478, -2.05080], [1.52082, -1.99409, -2.24150], [0.37609, -0.72884, -2.52270]],
  "mulliken_charge": [-0.357, -0.586, -0.946, -0.787, 0.802, 0.635, -0.061, -0.603, -0.571, 0.081, -0.082, -0.048, -0.342, 0.375, 0.380, 0.459, 0.384, 0.449, 0.536, 0.341, 0.288, 0.266, 0.231, 0.380, 0.379, 0.397],
  "total_charge": 2,
  "orbital_gap_ev": 7.8,
  "homo_ev": -16.437,
  "e_above_lowest_ev": 4.2595,
  "lumo_ha": -0.3178,
  "e_tot_ha": -589.45497
}

Which formula does entry 2 have?
C2H2FOP

Copy entry 1 word for word.
{
  "formula": "C9H13N3O",
  "method": "wB97M-V/def2-TZVPD",
  "symbols": ["C", "C", "C", "C", "C", "C", "C", "C", "C", "N", "N", "N", "O", "H", "H", "H", "H", "H", "H", "H", "H", "H", "H", "H", "H", "H"],
  "coordinates": [[-2.82124, -0.73989, 1.16025], [-3.33902, 0.36359, 0.36932], [-1.51517, -1.21008, 0.94213], [-2.42689, 1.18772, -0.33512], [-0.70761, -0.64989, -0.06976], [-1.13282, 0.64086, -0.63030], [1.14468, 1.37279, -0.44935], [0.46684, -1.27426, -0.55965], [3.19371, 0.69241, 1.66465], [1.77080, 0.24581, -0.24813], [-0.07310, 1.51236, -1.05486], [0.60707, -1.55946, -1.95452], [2.90509, 0.11116, 0.36235], [-3.44041, -1.37880, 1.81399], [-4.40335, 0.67964, 0.58758], [-1.25185, -2.08783, 1.41179], [-2.80220, 2.16324, -0.50160], [1.62972, 2.34688, -0.03047], [0.87168, -2.15758, 0.02926], [2.30775, 1.24753, 1.95528], [3.98280, 1.37143, 1.58905], [3.53767, -0.25852, 2.20570], [-0.29625, 2.33862, -1.44256], [-0.10482, -2.23478, -2.05080], [1.52082, -1.99409, -2.24150], [0.37609, -0.72884, -2.52270]],
  "mulliken_charge": [-0.357, -0.586, -0.946, -0.787, 0.802, 0.635, -0.061, -0.603, -0.571, 0.081, -0.082, -0.048, -0.342, 0.375, 0.380, 0.459, 0.384, 0.449, 0.536, 0.341, 0.288, 0.266, 0.231, 0.380, 0.379, 0.397],
  "total_charge": 2,
  "orbital_gap_ev": 7.8,
  "homo_ev": -16.437,
  "e_above_lowest_ev": 4.2595,
  "lumo_ha": -0.3178,
  "e_tot_ha": -589.45497
}

Number 3 is which compound?
C5H17NO2